A structure of composition C17H32NOPTi. Source: the Open Molecules 2025 dataset; level of theory: wB97M-V/def2-TZVPD.

HOMO ... -15.309 eV
2S+1 ... 1
Orbital gap ... 0.224 Eh
E_tot ... -1987.07926 a.u.
Charge ... +2

Last column: natural (NBO) charge in e.
Geometry (Å):
C: -2.79888 0.20266 -3.63576  -0.15
C: -2.60552 -1.00922 -2.98216  -0.20
C: -1.84246 -1.06252 -1.79459  0.10
C: -1.34463 0.13829 -1.26459  -0.57
C: -1.50803 1.34792 -1.94667  -0.04
C: -2.27627 1.38478 -3.12677  -0.20
C: -1.67606 -2.39812 -1.11579  -0.49
C: -0.26359 -2.99272 -0.89870  -0.23
N: 0.84034 -2.01017 -0.84111  -0.51
Ti: 0.03143 -0.06876 0.33098  1.65
C: -0.84997 2.62471 -1.47214  -0.78
P: 0.80443 2.36812 -0.82559  1.60
H: -3.03281 -1.93024 -3.37026  0.24
H: -2.42535 2.33926 -3.62116  0.23
H: -3.37950 0.22675 -4.56728  0.25
H: -1.43828 3.13943 -0.69178  0.29
H: -0.70775 3.33114 -2.30477  0.30
H: -2.19429 -2.38671 -0.13937  0.24
H: -2.20275 -3.14390 -1.72631  0.26
H: -0.25926 -3.55341 0.04862  0.23
C: 1.46818 3.70501 0.14122  -1.00
C: 1.85098 2.05755 -2.24119  -1.00
H: -0.02520 -3.70320 -1.71515  0.22
C: 1.35035 -1.66832 -2.18888  -0.42
C: 1.95218 -2.47258 0.01652  -0.42
H: 0.43609 1.58205 0.67997  -0.13
H: 1.77083 -2.57110 -2.65994  0.22
H: 0.53300 -1.27696 -2.80819  0.23
H: 2.12571 -0.90119 -2.10009  0.20
H: 2.54322 -3.24601 -0.50103  0.23
H: 2.59379 -1.61943 0.26456  0.21
H: 1.54503 -2.88762 0.95292  0.23
H: 2.00497 3.02375 -2.72388  0.30
H: 2.80964 1.63930 -1.92945  0.29
H: 1.37246 1.37671 -2.94681  0.29
H: 1.59876 4.57987 -0.50493  0.31
H: 0.79558 3.94062 0.97771  0.30
H: 2.44069 3.39801 0.55539  0.30
H: 1.35637 1.02820 0.17153  -0.22
C: 0.55774 1.10071 3.82483  -0.62
C: -0.11724 -0.22323 3.49684  0.23
C: 0.69926 -1.36876 4.08066  -0.62
C: -1.53738 -0.24488 4.03896  -0.62
O: -0.21780 -0.40261 2.08156  -0.80
H: 0.60258 1.24166 4.91457  0.26
H: -0.00054 1.95307 3.40679  0.21
H: 1.58954 1.13633 3.44612  0.21
H: 0.75025 -1.28222 5.17344  0.25
H: 0.24118 -2.33762 3.83519  0.22
H: 1.72868 -1.35733 3.69508  0.21
H: -2.11720 0.59075 3.62004  0.22
H: -2.03142 -1.18461 3.76098  0.23
H: -1.54110 -0.15317 5.12988  0.24